## one
Entry from OMol25: an isolated ion of composition C5H11N2O and charge +1 (the ωB97M-V functional and the def2-TZVPD basis).

## Properties
frontier orbital gap = 11.2 eV

Structure (ORCA input):
```
! RIJCOSX wB97M-V def2-TZVPD def2/J DEFGRID3
* xyz 1 1
O -1.69 -0.87 0.88
C -0.94 0.02 1.17
N -0.85 0.46 2.42
C 0.01 0.65 0.11
N -0.55 0.02 -1.22
C 0.55 -0.28 -2.13
C 1.91 -0.21 -1.25
C 1.43 0.21 0.13
H -0.23 1.22 2.60
H -1.30 -0.03 3.19
H -0.19 1.74 0.38
H -1.03 -0.90 -1.14
H -1.28 0.59 -1.70
H 0.49 -1.32 -2.62
H 0.52 0.44 -2.95
H 2.67 0.33 -1.71
H 2.38 -1.15 -1.09
H 1.51 -0.54 0.95
H 2.05 1.00 0.45
*
```

Results of the Löwdin charge analysis, in e, for atoms 1 through 2: 0.093, -0.533

---

## two
Entry from OMol25: an isolated ion of composition C5H11N2O and charge +1 (the ωB97M-V functional and the def2-TZVPD basis).

## Properties
frontier orbital gap = 9.6 eV

Structure (ORCA input):
```
! RIJCOSX wB97M-V def2-TZVPD def2/J DEFGRID3
* xyz 1 1
C 1.62 -0.56 0.29
C 1.43 0.82 0.82
C 0.20 -1.22 0.45
C 0.17 1.27 0.11
C -0.71 -0.08 -0.06
N -1.96 0.06 0.83
N -1.27 -0.26 -1.42
O -2.98 0.05 0.24
H 1.90 -0.54 -0.77
H 2.31 -1.27 0.96
H 1.31 0.77 1.93
H 2.20 1.51 0.56
H 0.04 -2.20 -0.04
H 0.13 -1.28 1.58
H -0.50 2.13 0.58
H 0.28 1.48 -0.97
H -2.26 -0.12 -1.27
H -0.92 -1.18 -1.86
H -0.96 0.61 -1.97
*
```

Results of the Löwdin charge analysis, in e, for atoms 1 through 2: -0.193, -0.198

---

Verdict on stability: one comes out on top.

---

## one
Entry from OMol25: C5H11N2O as an isolated structure (the ωB97M-V functional and the def2-TZVPD basis).

## Properties
frontier orbital gap = 6.4 eV

Structure (ORCA input):
```
! RIJCOSX wB97M-V def2-TZVPD def2/J DEFGRID3
* xyz 1 1
O 0.95 -1.96 -1.15
C 1.97 -1.53 -0.45
C 1.94 0.19 -0.36
C 0.86 0.92 0.24
C -0.50 0.99 0.32
C -1.51 1.77 0.72
N -2.76 1.32 0.63
N -1.27 -0.40 -0.78
H 3.04 -1.49 -0.67
H 1.95 0.51 -1.42
H 2.86 0.59 0.09
H 2.11 -2.99 4.29
H 1.83 -3.59 4.31
H -1.36 2.48 1.44
H -3.49 1.85 1.06
H -2.89 0.32 0.59
H -1.48 0.16 -1.71
H 1.89 -1.71 0.66
H -0.54 -1.00 -1.18
*
```

Results of the Löwdin charge analysis, in e, for atoms 1 through 2: -0.070, -0.266

---

## two
Entry from OMol25: an isolated ion of composition C5H11N2O and charge +1 (the ωB97M-V functional and the def2-TZVPD basis).

## Properties
frontier orbital gap = 9.9 eV

Structure (ORCA input):
```
! RIJCOSX wB97M-V def2-TZVPD def2/J DEFGRID3
* xyz 1 1
C -0.13 -1.89 1.62
C 1.09 1.07 -0.55
C 0.03 0.22 -1.38
C 2.40 0.96 -0.80
C -1.37 0.77 -1.34
N -0.42 -1.02 0.67
N -0.73 -1.61 2.80
O -0.10 -1.07 -0.66
H 0.62 1.30 0.45
H 0.29 -0.02 -2.51
H 2.93 0.74 -1.74
H 0.52 -2.60 1.33
H 3.08 1.26 -0.09
H -1.72 1.14 -0.44
H -2.02 0.06 -1.61
H -1.47 1.58 -2.10
H -0.96 -0.10 0.78
H -0.64 -2.30 3.49
H -1.46 -0.95 2.95
*
```

Results of the Löwdin charge analysis, in e, for atoms 1 through 2: -0.003, -0.090

---

Verdict on stability: two comes out on top.

---

## one
Entry from OMol25: a 2-piece molecular cluster, C4H11NO overall (the ωB97M-V functional and the def2-TZVPD basis).

## Properties
frontier orbital gap (alpha / beta) = 3.3 / 6.9 eV
⟨S²⟩ = 0.753

Structure (ORCA input):
```
! RIJCOSX wB97M-V def2-TZVPD def2/J DEFGRID3
* xyz -1 2
C 0.99 0.76 -2.22
C 0.88 1.59 -0.99
N -0.35 1.28 -0.19
H 0.32 0.88 -3.08
H 1.99 0.90 -2.59
H 1.06 -0.31 -2.02
H 1.75 1.81 -0.39
H 0.73 2.74 -1.32
H -0.74 0.46 -0.64
H -0.15 1.00 0.77
O -0.74 0.04 2.65
C -0.37 -1.09 2.23
C -1.28 -2.00 1.46
H 0.70 -1.44 2.45
H -0.99 -3.08 1.52
H -1.51 -1.66 0.46
H -2.28 -1.89 1.92
*
```

Results of the Löwdin charge analysis, in e, for atoms 1 through 2: -0.156, -0.361

---

## two
Entry from OMol25: a 2-piece molecular cluster, C4H11NO overall (the ωB97M-V functional and the def2-TZVPD basis).

## Properties
frontier orbital gap (alpha / beta) = 2.6 / 8.7 eV
⟨S²⟩ = 0.753

Structure (ORCA input):
```
! RIJCOSX wB97M-V def2-TZVPD def2/J DEFGRID3
* xyz -1 2
C 1.10 -2.00 0.15
C 1.73 -0.78 0.78
H 0.83 -1.71 -0.88
H 1.63 -2.95 0.08
H 0.12 -2.25 0.56
H 2.81 -0.76 0.98
H 1.66 0.09 0.12
H 1.31 -0.74 1.80
C -1.68 1.81 0.48
C -0.71 1.33 -0.56
O 0.42 1.85 -0.78
N -1.12 0.29 -1.46
H -1.39 2.86 0.64
H -1.56 1.21 1.39
H -0.42 0.06 -2.12
H -1.99 -0.19 -1.39
H -2.73 1.90 0.20
*
```

Results of the Löwdin charge analysis, in e, for atoms 1 through 2: -0.259, -0.215

---

Verdict on stability: two comes out on top.